11 unconnected molecules or ions with the total composition C38H59BClF5N16O6, computed with ωB97M-V with the def2-TZVPD basis set.

```
126
Properties=species:S:1:pos:R:3:forces:R:3:lowdin_charge:R:1
O 1.5845 -2.7539 0.6496 0.711 0.981 0.041 0.071
C -2.3667 -1.6187 5.8886 0.053 0.083 -0.048 -0.290
H 4.3930 -6.4906 2.5505 -0.040 0.118 0.089 0.078
C -1.2640 -0.1869 -0.3051 0.960 -0.093 -0.277 -0.158
H -6.0486 0.3297 4.4207 0.084 -0.114 -0.041 0.087
C 1.2026 2.2650 1.3096 0.662 1.464 -0.896 -0.250
N 5.1409 -3.4720 3.1279 -0.011 0.059 -0.001 0.135
C 2.1058 3.2241 -3.5423 0.403 0.944 0.741 -0.185
H -4.8430 0.1689 -4.8717 0.190 0.035 -0.085 0.035
H -0.5322 1.7493 -0.6045 0.323 0.246 0.090 0.095
H 2.4683 -3.1407 0.7299 -0.256 -0.691 0.177 0.090
F -0.6981 3.3466 4.3187 -0.096 0.350 0.178 0.167
H 1.6088 6.1270 -6.2392 -0.153 -0.007 -0.011 0.087
H -4.8544 1.8187 -5.4739 0.158 0.026 -0.095 0.082
C -5.1505 5.4582 -1.5795 -0.018 0.126 0.438 -0.070
H 1.9750 2.1495 -3.4559 -0.321 -0.061 -0.285 0.114
C 0.7524 -6.6865 1.5929 0.128 0.188 -0.003 -0.102
C -2.9441 0.9321 -5.3523 -0.091 -0.020 0.041 -0.277
N -5.1723 -1.3659 -6.4082 -0.136 -0.227 -0.127 0.144
H -7.3503 -9.4907 0.5520 0.001 -0.044 0.130 0.085
H 2.1775 1.7202 -1.3514 -0.283 0.082 -0.134 0.086
C -4.2982 1.1112 -4.8603 -0.556 0.149 0.344 -0.087
H 0.5431 0.5874 -1.2888 0.075 -0.129 0.079 0.094
H 8.4959 4.2711 2.9748 -0.186 -0.171 -0.057 0.083
O 5.8554 3.2144 3.1434 -0.358 -0.855 -0.620 -0.010
H 2.8356 3.2473 2.0971 0.046 0.012 0.713 0.161
N 2.4560 2.3086 2.0885 -0.675 -1.023 -1.174 0.183
C 1.4961 -5.9902 0.5510 -0.024 0.026 0.118 -0.260
H -2.0301 0.2059 6.8936 -0.057 -0.145 0.059 0.086
H -0.6472 -0.3990 5.9907 -0.015 -0.132 -0.031 0.086
O -2.4760 1.4423 -2.2009 0.179 -0.116 0.897 0.049
H 6.3448 1.0578 1.7277 -0.123 -0.030 0.185 0.013
F -0.9805 3.1828 1.4410 -0.517 -0.231 -0.261 0.138
H 1.8516 4.1673 0.4701 -0.028 0.028 0.132 0.132
C 5.1363 -4.5193 2.6597 -0.022 -0.055 -0.040 -0.282
H 4.8781 -5.8083 1.0058 -0.041 0.160 0.023 0.071
C -5.0861 4.9409 -2.9380 0.004 -0.004 0.092 -0.274
H 1.1002 2.2828 -5.4959 -0.117 -0.172 0.040 0.083
N 5.5532 0.5544 2.1316 0.067 -0.205 -0.554 0.124
H -1.3792 -0.6893 -1.2653 -0.204 -0.048 0.006 0.117
C -2.5458 0.5250 0.0949 0.309 -1.068 -0.689 -0.119
C 9.1209 3.8730 2.1759 0.213 0.380 0.250 -0.059
C -4.3036 -1.8887 -6.9440 0.085 0.012 -0.014 -0.256
H -0.5531 2.8949 -5.3236 -0.105 -0.032 0.051 0.048
N -2.8640 -2.6492 5.8094 -0.057 -0.049 0.026 0.123
C -6.4191 -8.7808 2.3038 -0.124 -0.005 -0.043 -0.272
N 4.5369 1.4733 2.4070 0.124 -0.516 -0.061 0.020
C 0.1493 3.0083 2.1597 0.012 -0.871 0.167 -0.384
H -5.1959 4.6455 -0.8554 0.036 -0.137 -0.154 0.068
N 7.9569 1.8293 1.0793 0.275 -0.049 -0.246 0.140
H 0.6703 3.7990 -6.2263 -0.105 0.026 -0.019 0.083
H 10.0859 3.6046 2.6033 -0.016 -0.129 -0.056 0.083
N -5.0344 4.5294 -4.0072 0.010 -0.045 -0.063 0.137
H 0.9571 -1.5259 -1.7505 0.121 0.124 -0.385 0.081
F -1.3485 1.5623 3.3672 -0.122 -0.419 -0.598 0.132
H 2.9838 3.4052 -4.1796 -0.035 -0.220 -0.120 0.111
C 2.1220 5.7678 -5.3498 0.036 -0.758 -0.080 -0.002
H -4.2740 6.0610 -1.3455 0.054 -0.028 -0.155 0.084
H -3.7280 -9.4191 3.4067 0.118 -0.064 -0.022 0.064
F 0.6433 1.6970 4.1513 0.554 -0.261 -0.088 0.181
C -3.1909 -2.5386 -7.6164 0.327 -0.173 -0.230 -0.066
H -3.7236 -7.7908 2.7509 0.125 0.034 -0.056 0.070
H 0.0184 0.5306 1.6454 0.042 0.023 0.109 0.106
C -0.0642 0.7878 -0.4114 -0.505 0.142 -0.012 -0.137
C 2.3755 2.7294 -0.9995 0.689 0.845 0.359 -0.162
C -1.7331 -0.3114 5.9816 0.165 0.324 0.152 -0.068
H -1.0267 -0.9580 0.4343 -0.193 -0.089 0.026 0.125
H -2.7287 -3.2863 -6.9739 -0.090 0.041 0.101 0.084
N 2.0892 -5.4397 -0.2626 0.183 -0.106 -0.073 0.137
H -4.3060 1.4912 -3.8399 0.252 0.084 -0.062 0.054
O 0.4775 6.0687 -3.6862 0.294 -0.368 -0.225 0.100
H 3.4823 0.5425 -0.0600 0.153 -0.079 -0.010 0.134
H -4.8905 1.6348 4.6573 0.125 -0.049 -0.040 0.084
H 3.3869 2.7109 -0.5795 0.013 -0.219 0.039 0.111
N -0.7035 -8.7361 2.7720 -0.261 -0.323 0.213 0.140
H 2.6815 6.6031 -4.9436 0.009 0.015 0.166 0.086
H -5.7569 -8.7861 0.3022 0.060 -0.015 0.116 0.083
C -3.2078 -8.4655 3.4301 -0.163 0.023 0.098 -0.087
C 1.1149 5.2642 -4.3268 -0.630 1.011 0.626 -0.480
N 0.9057 3.8613 -4.0980 0.113 -0.792 -0.613 -0.131
H -6.0298 6.0842 -1.4335 -0.034 -0.021 -0.176 0.081
N -1.8764 0.7792 -5.7483 -0.002 -0.084 -0.035 0.130
H -3.3101 -8.0602 4.4353 0.116 0.007 0.004 0.091
H -0.3169 -6.5369 1.4787 0.009 0.073 -0.132 0.069
N -3.4962 -0.4344 2.7234 -0.003 -0.136 0.169 0.173
C -6.6793 -8.6964 0.8749 -0.070 0.029 -0.384 -0.064
O 4.1063 2.6351 4.3871 -1.078 -0.744 0.203 0.051
H 2.7954 4.9654 -5.6524 0.110 0.132 -0.092 0.072
N 1.9013 -1.4243 -1.3838 0.191 0.707 0.535 0.168
H -5.8783 1.5885 3.2006 0.090 -0.049 -0.100 0.085
H 0.4936 3.5059 -0.3775 -0.127 -0.056 0.119 0.118
H 1.0331 -6.3241 2.5811 0.062 0.086 -0.055 0.088
H -7.1407 -7.7444 0.6169 0.007 0.032 0.134 0.085
C 3.4004 1.3707 1.7947 1.338 0.269 0.437 -0.311
O -4.0857 2.1234 -0.7797 0.448 -0.204 -0.049 0.116
C 0.7507 0.8427 0.9000 -0.871 0.291 0.287 -0.205
H 9.2855 4.6678 1.4497 -0.054 -0.089 -0.102 0.083
H -2.3992 1.0022 1.0571 -0.300 0.467 -0.092 0.088
H 1.7143 4.5795 -1.8778 -0.159 0.012 -0.237 0.100
H 0.9404 -7.7519 1.5674 0.092 -0.031 -0.138 0.047
C 8.4854 2.7255 1.5583 -0.094 0.119 0.081 -0.249
H -2.0044 0.3207 5.1412 -0.094 -0.172 -0.105 0.038
C 2.4119 3.7841 -2.1363 0.205 -0.414 0.120 -0.141
B 1.7649 -1.5066 0.0800 -0.221 -0.863 -0.376 -0.604
C -3.1122 1.4390 -0.9630 -0.467 0.705 0.186 -0.455
C -0.2871 2.3610 3.5119 -0.485 0.686 0.639 -0.553
C -5.3310 0.9725 3.9128 -0.307 0.220 0.175 -0.052
N 3.2267 0.3117 0.8927 -1.081 0.348 0.316 0.086
C 1.4325 3.2316 0.1001 -0.198 -0.697 -0.458 -0.105
C 1.8730 -0.1991 1.0174 -0.462 -0.570 0.438 -0.555
H -3.5204 -3.0374 -8.5267 -0.132 0.041 0.034 0.082
H -3.2979 -0.2452 0.2576 -0.225 0.105 0.147 0.112
H 3.3952 4.2536 -2.1257 0.060 0.020 -0.100 0.114
C 0.4926 3.1721 -5.3471 0.340 0.392 -0.105 -0.054
C -1.8075 -8.6171 3.0619 -0.046 0.002 0.077 -0.235
C 5.1268 -5.8478 2.0658 0.011 -0.411 -0.199 -0.077
H 5.8452 0.1166 2.9974 -0.114 0.088 0.117 0.110
C 4.8460 2.5443 3.4321 1.622 2.266 0.656 -0.704
N -6.2141 -8.8464 3.4303 -0.065 -0.011 0.010 0.146
C -4.3081 0.1855 3.2439 -0.069 0.000 0.081 -0.248
F 0.5794 4.2401 2.4498 0.592 0.493 0.229 0.155
H -2.0265 2.2967 -2.2534 -0.122 0.141 -0.530 0.125
H -2.4248 -1.8137 -7.8885 -0.084 0.117 0.095 0.081
H 2.4438 -2.2112 -1.7233 -0.275 -0.231 -0.075 0.081
Cl 1.7964 -0.8175 2.7467 0.088 0.073 -0.080 0.780
H 6.0987 -6.3299 2.1614 0.052 0.135 0.078 0.081
```
Positions in Å, forces in eV/Å.

The HOMO energy is -0.3131 Ha. As for the spin multiplicity: 1. Its HOMO-LUMO gap is 8.8 eV. The total energy comes out at -3795.23748 hartree.

=====

A molecular structure, C38H59Cl4N5O, computed with ωB97M-V with the def2-TZVPD basis set.

```
107
Properties=species:S:1:pos:R:3:forces:R:3:lowdin_charge:R:1
C 0.9284 -1.7389 -0.6996 0.822 -1.973 -1.244 -0.044
H -0.3828 0.8222 2.6694 -1.065 -0.277 0.006 0.078
H -1.5519 3.0116 -2.1329 -0.161 -0.838 0.714 0.132
Cl 5.1804 2.7228 -1.4486 0.924 -1.113 -0.349 0.728
C -2.1277 -1.1573 -0.1705 -0.312 -0.113 1.309 -0.039
N -4.2589 -1.7518 -0.9112 -1.916 -1.342 -0.601 -0.045
H 0.5688 4.5915 -1.7814 -0.355 -0.232 0.218 0.121
H 1.3935 -3.5868 1.8253 0.051 -0.037 0.306 0.150
H -2.0287 -3.8868 -2.1933 0.195 -0.025 0.029 0.144
N 2.5788 -3.4163 -0.7844 0.618 -0.363 0.146 -0.087
H -1.1511 -3.4207 2.1435 0.421 -0.416 -0.029 0.132
H 1.8789 0.4857 2.0333 -3.187 -2.997 3.436 -0.015
H 2.4017 1.0256 1.7109 3.826 3.813 -2.977 -0.045
C -6.6023 -0.9213 3.6146 -1.114 0.810 0.193 0.048
H -6.0057 -0.5600 -1.0824 0.297 0.352 0.459 0.110
H 0.3874 -0.4190 -1.8201 -1.471 0.389 -2.396 0.083
C -2.2373 1.1994 -3.4209 1.228 -0.468 0.710 -0.066
C -3.2216 0.0767 2.6100 0.994 -2.844 -0.262 0.040
H 1.3812 3.7549 4.3175 -0.774 -0.191 -0.011 0.086
H -6.9617 -1.5415 4.4358 0.304 -0.428 -0.398 0.127
H -1.6863 -1.0418 -3.3377 0.356 0.522 -0.604 0.127
H -3.2824 1.4315 -3.2161 0.183 0.213 0.486 0.111
H -7.1127 -1.0747 2.6638 -0.073 -0.462 0.181 0.109
H -5.0173 0.9575 2.4755 -1.327 -0.225 0.680 0.166
C 0.8644 2.3955 -1.4376 -1.227 0.464 -2.320 -0.252
H 5.9393 0.1070 -2.7847 0.716 0.728 0.357 0.089
C 5.5962 -0.0107 -1.7568 -0.597 0.209 0.422 -0.575
C 0.8929 -2.6528 2.0339 -1.667 0.419 0.370 0.001
Cl 0.1626 2.5890 0.8710 -2.486 2.341 6.468 0.888
C -2.3664 -3.0489 -1.6014 -0.882 0.808 0.288 0.069
N -5.1561 -0.9891 3.4011 -0.830 -0.728 0.930 -0.059
H 1.2907 2.1187 -4.2451 -0.625 0.267 0.292 0.115
N 1.6530 -1.5345 2.0423 2.135 -4.370 1.374 -0.033
C 0.2549 3.7269 2.2704 2.093 0.129 2.414 -0.423
C 3.1542 -1.8257 1.9801 -1.532 0.839 -1.130 0.113
C -4.5579 0.0596 2.8617 1.345 1.258 -0.614 -0.035
H -2.5322 -0.4557 -1.9980 0.166 0.718 -1.035 0.047
H 2.2499 4.1386 0.0935 -0.134 0.319 0.201 0.062
C 0.9344 1.2510 -3.6899 0.060 -0.553 0.962 0.057
C 1.1672 -0.3259 2.0685 -3.040 -2.188 1.397 -0.134
H 1.8403 0.7870 -3.2997 -0.032 -0.313 -0.113 0.096
Cl 6.9246 -0.1920 -0.4953 -1.172 -0.028 -1.327 0.565
H 3.3940 0.9907 0.3443 -1.827 -0.797 0.511 0.052
H -4.4041 -3.5345 -2.0871 -0.418 0.347 -0.052 0.161
C -0.4864 -2.5710 2.1951 0.706 -0.462 0.065 0.001
N 0.0971 1.5545 -2.4484 -2.330 0.433 -1.196 -0.189
H 4.0364 -4.8711 -0.5191 0.233 0.186 0.163 0.120
C -0.5240 0.1765 -1.8726 0.810 3.032 -2.203 -0.067
C -0.1755 -0.2018 2.3957 -2.136 -1.127 0.844 0.044
H 1.5070 1.7024 -0.8947 0.125 0.672 -1.871 0.050
H 3.3880 5.8401 -2.2048 -0.470 0.364 0.041 0.090
H 3.2447 -2.4192 1.0703 0.415 -0.018 0.941 0.039
C -1.2040 2.2958 -2.8778 0.125 -0.348 -1.763 -0.047
H -2.6967 -3.1248 3.7228 0.358 0.083 0.005 0.149
H -3.9749 -0.0384 0.2068 0.113 -0.184 0.058 0.143
C 1.3519 3.8373 -1.8598 1.560 -0.587 0.179 -0.101
H 5.0235 -0.9277 -1.8954 0.146 -0.537 0.730 0.038
H -0.7300 4.0635 2.5941 0.079 -0.301 -0.016 0.084
H 0.8722 4.5809 1.9917 -0.493 0.064 -0.733 0.070
H 2.5859 6.3123 -0.5816 0.458 0.820 -0.633 0.083
C -3.7552 -2.8138 -1.6119 1.414 0.778 1.114 0.073
C 3.9885 -3.8073 -0.7516 0.462 -0.784 -1.036 0.058
H 3.5878 0.9203 -1.7214 0.102 0.227 -0.676 0.061
H 3.5851 -0.8569 1.7274 0.648 -0.285 0.704 0.114
H 1.9308 1.9398 0.3573 1.985 -0.351 0.895 -0.024
C -4.4579 -2.0906 3.7457 -2.149 0.288 -0.322 0.044
H 1.7206 3.9466 -2.8797 -0.076 -0.474 -0.238 0.113
H -0.7658 0.3159 -0.8190 0.110 0.967 -0.542 0.099
C 4.5774 1.0454 -1.2819 1.569 -0.162 -0.217 -0.643
H 2.9562 -1.2954 -0.6292 0.835 -0.651 -0.283 0.146
C -1.4985 -2.2207 -0.8543 -1.453 -1.134 0.733 -0.100
H 0.6395 -0.6987 -0.7310 0.964 -2.267 0.704 0.015
C -1.7836 -0.1445 -2.7266 0.072 0.849 0.574 -0.121
C -3.4810 -0.9009 -0.2159 0.229 -1.457 -1.023 -0.025
H 0.1088 2.6425 -0.6918 -0.029 -0.331 -3.519 -0.113
C 2.3409 0.9658 0.6243 1.028 2.358 -1.772 -0.355
H 4.2027 5.5507 -0.7164 -0.074 0.286 0.271 0.076
H -0.9175 3.0071 -3.6524 0.082 -0.304 -0.371 0.132
H -6.0959 -1.7442 0.2495 0.178 -0.274 -0.224 0.095
H 3.4558 3.6595 -1.0091 -1.528 -0.770 -0.388 -0.045
H 1.9454 -5.3602 -0.5465 -0.028 -0.336 -0.869 0.156
O 1.4003 0.0235 0.1744 3.844 4.569 3.641 -0.318
C 0.2832 -3.9752 -0.7984 -0.019 -0.345 0.190 0.057
C 2.2929 -2.1439 -0.7091 -3.268 1.536 -0.852 0.014
H 4.3602 0.8933 -0.2247 2.147 -0.065 -1.168 -0.001
C 1.6198 -4.3794 -0.8603 -1.675 0.749 1.633 0.051
Cl 2.8261 2.7947 2.7991 -0.089 0.877 0.926 0.713
H -0.5794 -4.6203 -0.7195 0.605 -1.026 -0.115 0.131
C 3.2063 5.6215 -1.1525 -0.769 -0.356 0.444 -0.075
H -2.8927 0.9026 1.9967 0.712 0.081 0.374 0.130
H -4.9886 -2.9748 4.0665 -0.398 0.312 0.487 0.171
C 2.5466 4.2577 -0.9486 0.351 -0.460 0.216 -0.314
C -1.0627 -1.3321 2.4459 1.495 2.903 0.817 -0.147
C -5.7727 -1.5805 -0.7785 0.321 1.136 -0.768 0.068
H 4.6062 -3.1998 -0.0901 -0.269 -0.048 0.017 0.112
C 1.1715 3.0998 3.4721 -1.069 0.025 -2.518 -0.466
H 0.3909 0.5631 -4.3376 0.056 0.115 0.016 0.114
H -6.3885 -2.0838 -1.5238 0.614 -0.955 0.226 0.119
H -1.6423 -0.4863 0.5227 0.551 -0.273 -0.463 0.099
H -2.2666 1.0088 -4.4937 0.656 0.604 -0.100 0.118
C -0.0805 -2.6213 -0.7087 -0.010 -1.709 -1.382 -0.149
H 4.3264 -3.6797 -1.7800 0.390 -0.079 0.075 0.129
H -6.8785 0.0876 3.9208 0.282 0.104 -0.019 0.120
C -3.1523 -2.1773 3.4758 1.137 -1.309 -0.020 0.030
H 0.6894 2.1343 3.6253 0.525 0.144 1.069 0.035
C -2.5065 -1.1754 2.8246 1.407 3.034 -0.351 -0.094
H 3.5191 -2.3840 2.8422 -0.079 0.552 0.100 0.136
```
Positions in Å, forces in eV/Å.

The HOMO energy is -0.6540 Ha. As for the spin multiplicity: 1. The net charge is +4. Its HOMO-LUMO gap is 5.8 eV. The total energy comes out at -3671.11668 hartree.

=====

Q: HOMO energy of number 1 (C38H59BClF5N16O6)?
A: -0.3131 Ha